(P)
Density functional theory data (wB97M-V/def2-TZVPD) for 3 unconnected molecules or ions with the total composition C3H12NO4.

Structure (XYZ):
```
20
C3H12NO4 | the OMol25 dataset | wB97M-V/def2-TZVPD
C -0.70 1.48 1.18
C -0.47 1.59 -0.41
O -1.37 0.73 -1.02
N -0.12 0.43 1.87
C -0.56 -0.94 1.56
O 0.48 -1.58 1.00
H -1.78 1.44 1.26
H -0.34 2.38 1.64
H -0.89 2.60 -0.57
H 0.60 1.43 -0.68
H -0.86 -0.05 -1.35
H 0.92 0.49 1.89
H -0.99 -1.40 2.47
H -1.35 -0.82 0.82
H 0.36 -1.42 -0.03
H 0.40 -2.16 -2.07
O 0.02 -1.29 -1.72
H 1.26 -0.18 -1.85
H 2.81 -0.57 -1.22
O 2.22 0.11 -1.72
```

As for the HOMO-LUMO gap (alpha / beta): 0.3499 / 0.2023 Eh. As for the LUMO energy (alpha / beta): 0.50 / -3.50 eV. As for the multiplicity: 2. Its expectation value of S² is 0.76. The value obtained for the HOMO energy (alpha / beta) is -9.025 / -9.007 eV.

---

(Q)
Density functional theory data (wB97M-V/def2-TZVPD) for 3 unconnected molecules or ions with the total composition C3H12NO4.

Structure (XYZ):
```
20
C3H12NO4 | the OMol25 dataset | wB97M-V/def2-TZVPD
O -0.69 0.69 2.35
C 0.61 0.24 2.24
C 0.68 -0.97 1.32
N -0.19 -0.54 0.11
C -0.55 -1.89 -0.64
O 1.59 0.92 2.48
H -0.66 1.58 2.73
H 0.66 -2.03 1.68
H 1.78 -1.03 0.88
H -1.07 -0.06 0.35
H 0.43 0.14 -0.40
H 0.20 -2.23 -1.31
H -1.37 -1.61 -1.34
H -0.75 -2.67 0.08
H -0.69 2.86 -1.40
H -0.16 3.22 -0.03
O -0.01 2.62 -0.78
H 0.73 0.04 -2.50
H -0.32 0.59 -3.36
O -0.23 0.11 -2.48
```

As for the HOMO-LUMO gap (alpha / beta): 0.1266 / 0.3582 Eh. As for the LUMO energy (alpha / beta): 0.41 / 0.14 eV. As for the multiplicity: 2. Its expectation value of S² is 0.75. The value obtained for the HOMO energy (alpha / beta) is -3.039 / -9.607 eV.

---

(R)
Density functional theory data (wB97M-V/def2-TZVPD) for 3 unconnected molecules or ions with the total composition C3H12NO4.

Structure (XYZ):
```
20
C3H12NO4 | the OMol25 dataset | wB97M-V/def2-TZVPD
C 1.89 -0.48 0.06
O 1.63 -0.43 -1.34
C 0.67 0.05 0.92
C -0.39 -1.12 1.17
O -1.72 -0.75 1.31
N 1.34 0.51 2.11
H 2.87 -0.01 0.19
H 2.12 -1.52 0.18
H 0.07 0.74 0.31
H -0.46 -1.84 0.33
H -0.15 -1.55 2.13
H -2.24 -0.34 0.52
H 1.98 1.24 1.86
H 0.74 0.81 2.84
H 0.57 0.06 -1.51
H -0.14 0.74 -3.19
O -0.24 0.94 -2.26
H -1.60 0.83 -1.66
H -2.44 1.76 -0.87
O -2.60 0.90 -1.28
```

As for the HOMO-LUMO gap (alpha / beta): 0.3877 / 0.2167 Eh. As for the LUMO energy (alpha / beta): 0.65 / -3.97 eV. As for the multiplicity: 2. Its expectation value of S² is 0.76. The value obtained for the HOMO energy (alpha / beta) is -9.895 / -9.865 eV.

---

Which is the most stable structure? (P) is the most stable.

---

(P)
Density functional theory data (wB97M-V/def2-TZVPD) for a gas-phase ion, C4H7NO2S (charge -2).

Structure (XYZ):
```
15
C4H7NO2S | the OMol25 dataset | wB97M-V/def2-TZVPD
C 0.71 -1.21 0.36
C 0.21 -0.18 -0.64
C 1.07 1.08 -0.55
S 2.80 0.91 -0.93
N -1.24 0.06 -0.43
C -1.80 0.50 0.84
O -1.17 1.31 1.55
O -2.95 0.04 1.07
H 1.78 -1.42 0.34
H 0.17 -2.16 0.28
H 0.55 -0.94 1.41
H 0.15 -0.59 -1.66
H 0.65 1.74 -1.34
H 0.91 1.58 0.40
H -1.84 -0.71 -0.70
```

As for the HOMO-LUMO gap: 0.2019 Eh. As for the LUMO energy: 6.12 eV. The SMILES is C[C@H](C[S-])NC(=O)[O-]. Its net charge is -2. The value obtained for the HOMO energy is 0.627 eV.

---

(Q)
Density functional theory data (wB97M-V/def2-TZVPD) for a molecular structure, C4H7NO2S.

Structure (XYZ):
```
15
C4H7NO2S | the OMol25 dataset | wB97M-V/def2-TZVPD
O -0.67 -0.98 -2.21
C -0.59 -0.54 -0.96
N -1.73 0.13 -0.30
C -1.67 0.58 1.26
O -1.34 -0.31 2.23
C 0.64 -0.69 -0.08
C 1.79 0.10 -0.57
S 3.33 0.30 0.32
H -0.87 0.68 -0.88
H -1.06 1.53 1.36
H -2.75 0.81 1.26
H 0.95 -1.83 0.01
H 0.46 -0.29 1.01
H 1.45 1.04 -0.94
H 2.06 -0.51 -1.50
```

As for the HOMO-LUMO gap: 0.2105 Eh. As for the LUMO energy: 6.13 eV. Its net charge is -2. The value obtained for the HOMO energy is 0.405 eV.

---

Which is the most stable structure? (P) is the most stable.

---

(P)
Density functional theory data (wB97M-V/def2-TZVPD) for a gas-phase ion, C10H17N2O (charge +1).

Structure (XYZ):
```
30
C10H17N2O | the OMol25 dataset | wB97M-V/def2-TZVPD
C -1.46 -0.89 -2.62
C -0.05 -0.70 -2.03
N 0.95 -1.78 -2.31
C 0.02 -0.54 -0.48
N 1.38 -0.90 -0.10
C 0.07 1.29 0.01
O 1.36 1.74 -0.28
C -0.16 1.22 1.50
C -1.45 1.17 1.98
C -1.68 0.98 3.32
C -0.75 1.14 4.33
C 0.60 1.33 3.80
C 0.84 1.32 2.43
H -2.16 -0.19 -2.29
H -1.42 -0.79 -3.72
H -1.96 -1.72 -2.31
H 0.20 0.25 -2.53
H 1.64 -1.45 -2.92
H 0.66 -2.64 -2.76
H -0.76 -0.99 0.22
H 1.96 0.06 -0.34
H 1.57 -1.17 0.80
H 1.66 -1.63 -0.86
H -0.77 1.74 -0.51
H 1.56 2.24 -1.10
H -2.30 1.28 1.30
H -2.73 1.03 3.68
H -0.64 1.34 5.31
H 1.29 1.72 4.58
H 1.82 1.70 2.07
```

As for the HOMO-LUMO gap: 0.3427 Eh. As for the LUMO energy: -2.85 eV. The SMILES is C[C@H](N)[C@@H]([NH3+])[C@H](O)c1ccccc1. Its net charge is +1. The value obtained for the HOMO energy is -12.173 eV.

---

(Q)
Density functional theory data (wB97M-V/def2-TZVPD) for 2 unconnected molecules or ions with the total composition C10H17N2O.

Structure (XYZ):
```
30
C10H17N2O | the OMol25 dataset | wB97M-V/def2-TZVPD
C -4.43 0.26 -0.83
C -3.20 0.52 -1.39
C -4.67 -0.20 0.44
C -2.09 0.18 -0.73
C -3.50 -0.56 1.15
C 1.76 -0.54 -1.11
C 3.12 -0.64 1.08
C 2.15 0.93 -1.20
C 3.28 0.92 0.97
C -2.27 -0.49 0.48
N 1.85 -1.13 0.34
N 2.08 1.38 0.14
O -0.99 -0.77 1.13
H -5.29 0.80 -1.42
H -3.18 0.99 -2.33
H -5.65 -0.36 0.72
H -1.13 0.07 -1.27
H 1.87 -2.16 0.29
H -3.62 -1.18 2.05
H 0.83 -0.69 -1.55
H 2.35 -1.15 -1.74
H 3.96 -1.16 0.78
H 2.91 -0.75 2.07
H 3.20 0.97 -1.61
H 1.43 1.44 -1.93
H 3.29 1.19 2.02
H 4.21 1.26 0.41
H 1.90 2.38 0.12
H 1.05 -0.75 0.88
H -1.23 -0.73 2.03
```

As for the HOMO-LUMO gap: 0.3281 Eh. As for the LUMO energy: -2.81 eV. Its net charge is +1. The value obtained for the HOMO energy is -11.735 eV.

---

Which is the most stable structure? (Q) is the most stable.

---

(P)
Density functional theory data (wB97M-V/def2-TZVPD) for 13 unconnected molecules or ions with the total composition H28NO12.

Structure (XYZ):
```
41
H28NO12 | the OMol25 dataset | wB97M-V/def2-TZVPD
N -0.39 -0.19 -0.14
H -1.27 -0.51 -0.06
H 0.35 -0.73 0.16
H -0.06 0.65 0.46
H -0.13 0.05 -1.21
O 2.61 -1.42 2.54
H 2.83 -1.09 3.47
H 1.80 -1.04 2.18
O -0.74 1.96 -2.33
H -0.11 2.36 -2.99
H -1.40 1.67 -3.08
O -2.73 -0.70 2.04
H -1.85 -0.58 2.58
H -2.58 -1.63 1.87
O 2.37 0.62 0.83
H 2.82 -0.07 1.47
H 2.99 1.31 1.06
O -1.31 -3.25 0.10
H -1.84 -3.88 -0.33
H -1.20 -3.70 1.01
O -2.94 -0.34 -2.08
H -3.37 0.37 -1.55
H -3.00 0.01 -2.93
O -1.12 3.11 0.64
H -0.25 3.52 0.93
H -1.63 3.86 0.84
O -0.41 2.32 3.00
H -0.94 2.39 2.19
H -0.76 2.36 3.89
O 1.35 0.48 -4.27
H 0.79 -0.26 -4.39
H 1.77 0.19 -3.50
O 2.82 0.09 -1.80
H 2.74 0.40 -0.87
H 3.65 -0.64 -1.89
O 0.33 -2.05 -2.38
H 1.11 -2.54 -1.96
H -0.34 -2.72 -1.94
O 0.12 -0.30 2.41
H -0.09 -0.70 3.28
H 0.03 0.64 2.75
```

As for the HOMO-LUMO gap: 0.3729 Eh. As for the LUMO energy: -3.01 eV. Its net charge is +1. The value obtained for the HOMO energy is -13.158 eV.

---

(Q)
Density functional theory data (wB97M-V/def2-TZVPD) for 13 unconnected molecules or ions with the total composition H28NO12.

Structure (XYZ):
```
41
H28NO12 | the OMol25 dataset | wB97M-V/def2-TZVPD
N 0.15 -0.13 0.15
H 0.55 0.15 1.08
H 0.19 0.61 -0.42
H -0.84 -0.36 0.40
H 0.59 -1.03 -0.24
O -0.12 3.03 -1.41
H -0.92 3.03 -0.98
H 0.44 3.20 -0.67
O 1.98 2.31 3.04
H 1.94 1.29 2.95
H 2.92 2.39 3.63
O -3.09 -2.36 0.46
H -4.00 -2.71 0.98
H -3.38 -1.70 -0.08
O 1.75 -0.24 -2.29
H 2.03 -0.86 -3.00
H 1.05 0.29 -2.87
O -1.66 -1.39 2.75
H -1.26 -2.16 3.15
H -2.21 -1.72 2.02
O -1.04 -2.05 -2.41
H -1.07 -3.09 -2.37
H -1.19 -1.89 -3.34
O -2.58 0.91 -1.59
H -2.54 1.15 -2.58
H -3.11 0.04 -1.53
O 1.43 -3.16 -0.03
H 1.82 -3.24 -0.95
H 0.62 -3.61 -0.33
O 0.86 1.74 -3.66
H 0.69 2.05 -2.74
H 1.76 1.92 -3.90
O 2.73 1.10 0.13
H 3.00 1.00 -0.77
H 3.27 1.68 0.45
O -1.32 1.67 1.70
H -2.14 1.91 1.45
H -1.05 1.75 2.68
O 1.39 -0.24 3.47
H 1.75 -0.54 4.20
H 0.58 -0.76 3.48
```

As for the HOMO-LUMO gap: 0.3737 Eh. As for the LUMO energy: -2.96 eV. Its net charge is +1. The value obtained for the HOMO energy is -13.133 eV.

---

Which is the most stable structure? (P) is the most stable.